{
  "formula": "C4H8N3O",
  "method": "wB97M-V/def2-TZVPD",
  "total_charge": 1,
  "orbital_gap_ha": [0.26121, 0.29757],
  "homo_ev": [-10.1646, -15.6361],
  "de_lowest_kj_mol": 269.7,
  "fmax_ha_per_bohr": 0.1334,
  "multiplicity": 3,
  "e_lumo_ev": [-3.06, -7.54],
  "elements": ["C", "C", "C", "C", "N", "N", "N", "O", "H", "H", "H", "H", "H", "H", "H", "H"],
  "xyz": [[-1.004, 1.635, 0.598], [0.621, 0.690, -0.514], [1.952, 0.450, -1.219], [-1.266, -2.265, 0.897], [-1.093, 0.361, 0.860], [-0.142, -0.205, 0.194], [0.043, 1.860, -0.252], [-0.226, -1.528, 0.041], [-1.534, 2.344, 1.115], [2.364, 1.437, -1.554], [1.746, -0.146, -2.081], [2.609, -0.213, -0.704], [-1.559, -1.664, 1.744], [-0.692, -3.122, 1.342], [-2.083, -2.407, 0.302], [0.265, 2.772, -0.770]],
  "atomic_forces_ev_per_a": [[2.06, -1.68, -0.92], [5.11, -0.39, -4.55], [-1.77, 1.19, 0.38], [3.34, 0.64, 2.08], [-2.07, 1.32, 1.62], [-1.66, -4.75, 3.11], [-0.97, 5.21, -0.64], [-0.01, -0.09, -0.44], [-1.41, 1.72, 0.76], [-0.06, -1.09, 0.53], [-0.27, -0.21, -1.15], [0.87, 0.07, 1.00], [0.09, 0.44, -0.01], [-0.70, 0.53, -1.21], [-1.87, -0.93, -1.72], [-0.68, -1.99, 1.17]],
  "nbo_charge": [0.357, 0.285, -0.662, -0.259, -0.304, 0.205, -0.586, -0.200, 0.239, 0.253, 0.253, 0.253, 0.234, 0.245, 0.222, 0.465]
}